27
Properties=species:S:1:pos:R:3 method="wB97M-V/def2-TZVPD" homo_ev=-8.670 relative_energy_kcal_mol=39.3 multiplicity=1 total_charge=0 gap_ha=0.34971
C 1.4061 0.3825 -0.4856
C -0.9691 -0.5385 0.2743
C -0.2576 0.7102 -0.1030
C 2.1069 -0.5281 0.5168
C 2.0783 1.7612 -0.4662
C 1.5341 -0.2169 -1.8908
C -3.5465 -0.4400 0.8579
N -2.4907 0.1808 0.0867
N -0.7560 -0.9444 1.6004
H -2.6967 0.0790 -0.9066
H -0.8810 -1.3525 -0.4457
H -0.0600 -1.6690 1.7103
H -1.5371 -1.1881 2.1900
H -0.2444 1.4414 0.7091
H -0.6168 1.1667 -1.0271
H 2.5880 -0.3256 -2.1817
H 3.1744 -0.6329 0.2780
H 1.7254 -1.5534 0.4863
H 2.0617 -0.1204 1.5311
H 1.9967 2.2247 0.5231
H 1.6244 2.4421 -1.1939
H 3.1462 1.6913 -0.7107
H 1.0713 0.4238 -2.6497
H 1.0799 -1.2110 -1.9489
H -3.5050 -1.5398 0.8395
H -4.5380 -0.1310 0.5031
H -3.4945 -0.1123 1.9033

***

8
Properties=species:S:1:pos:R:3 method="wB97M-V/def2-TZVPD" homo_ev=-9.980 relative_energy_kcal_mol=61.8 multiplicity=1 total_charge=0 gap_ha=0.33761
C -0.0227 -0.4758 -0.3895
O 0.8525 1.7817 0.4101
O 2.5608 -0.9888 0.1170
S 1.7407 0.1781 -0.4031
H -0.7182 0.3504 -0.5741
H -0.0004 -0.7376 0.5620
H -0.0644 -1.3516 -1.0702
H 1.4952 2.1508 0.9291

***

55
Properties=species:S:1:pos:R:3 method="wB97M-V/def2-TZVPD" homo_ev=-13.019 relative_energy_kcal_mol=103.7 multiplicity=1 total_charge=+1 gap_ha=0.37560
O -5.0358 1.3708 2.6479
H 3.4968 3.9400 1.7311
H 4.1446 -3.3009 -0.0053
O 3.9781 -2.3493 0.0114
H -4.7077 1.2714 3.5563
O -0.4131 1.4337 -0.7440
H -0.9824 1.8016 -0.0435
H -0.8873 1.5811 -1.6512
O -4.3688 -2.1002 2.1566
H -4.6728 -1.2349 1.8584
H -4.7233 -2.6350 1.4446
O 0.1287 3.7315 1.5350
H 0.0601 4.1150 2.4113
H -0.4840 4.1885 0.9548
O -1.2579 4.8684 -1.7044
H -2.0617 5.3568 -1.5302
H -1.5441 3.9742 -1.9367
O 2.3382 -4.3830 -2.4778
H 2.5907 -4.5920 -3.3771
H 2.7766 -4.7596 -1.7117
O 5.0152 -0.9883 2.2749
H 5.9687 -0.9445 2.0360
H 4.5636 -1.3667 1.5013
O -5.1294 -0.2980 -1.1531
H -4.5685 -0.5747 -1.8712
H -5.1390 0.4620 2.3666
O 0.2217 -2.1697 -2.5909
H 0.7206 -2.7319 -3.1799
H 0.3627 -2.4510 -1.6788
O -1.9722 0.5666 1.8942
H -2.3957 -0.1518 2.3787
H -1.9823 1.1502 2.6635
O 2.8737 0.4828 0.8386
H 3.7251 0.0413 0.5935
H 3.0536 1.4192 1.0761
O 3.0721 3.1757 1.3484
H -6.0665 -0.1741 -1.2930
H 2.3234 3.3901 0.7730
O -0.1068 -5.4001 -2.1490
H -0.4949 -4.8053 -1.4427
H 0.8236 -5.2069 -2.3102
O 0.8497 -0.6595 -0.0131
H 0.2502 -1.2549 0.4473
H 0.1896 0.1086 -0.2516
O -2.9720 1.3547 -3.1240
H -3.5389 2.0471 -3.5045
H -3.2544 1.3493 -2.1995
O 2.2552 0.6328 4.6588
H 2.7506 1.1314 5.3097
H 2.9989 0.2318 4.2046
O 0.3959 0.7232 -3.3816
H 0.6051 -0.0485 -2.8584
H 0.9337 0.8922 -4.1460
H 2.0044 -0.0197 0.5651
H 3.7915 -2.1759 -0.9299

***

73
Properties=species:S:1:pos:R:3 method="wB97M-V/def2-TZVPD" homo_ev="-12.930 / -13.172" relative_energy_kcal_mol=0.0 multiplicity=3 total_charge=+2 gap_ha="0.25126 / 0.25995" s_squared=2.02
V 0.1481 -0.9667 0.8172
C 5.5925 2.3627 4.1459
C 4.5822 1.7024 3.2497
C 4.6632 1.7869 1.8724
C 3.6962 1.2087 1.0320
C 3.7967 1.4675 -0.3784
N 2.8079 1.7721 -1.1580
C 1.4287 2.0108 -0.7343
C 0.7004 2.9838 -1.6578
C -0.6110 3.4759 -1.0341
N -1.4124 2.3676 -0.5318
C -2.5729 1.9743 -0.9550
C -3.2033 0.7755 -0.5192
C -4.4474 0.4350 -1.0852
C -5.0507 -0.7823 -0.8567
C -6.3880 -1.1395 -1.4419
C -4.3346 -1.6997 -0.0832
C -3.0889 -1.4273 0.4715
C -2.3798 -2.5020 1.1469
N -1.1248 -2.4835 1.3818
C -0.5009 -3.5368 2.1802
C -0.5061 -3.1139 3.6568
C -0.5046 -1.5963 3.8410
N 0.4943 -0.9303 2.9950
C 1.4830 -0.3935 3.6049
C 2.5672 0.3414 2.9807
C 3.5068 0.9876 3.7773
C 2.6794 0.3890 1.5790
O 1.9532 -0.3667 0.8025
C -2.5224 -0.1402 0.3249
O -1.4061 0.2160 0.9225
H 6.4919 2.6314 3.5952
H 5.1864 3.2729 4.5892
H 5.8820 1.6993 4.9602
H 5.4766 2.3476 1.4237
H 4.7773 1.4784 -0.8465
H 3.0118 1.8998 -2.1433
H 0.9163 1.0451 -0.7452
H 1.4783 2.3883 0.2909
H 1.3129 3.8632 -1.8672
H 0.4868 2.4876 -2.6073
H -0.4026 4.1431 -0.1959
H -1.1929 4.0320 -1.7672
H -1.0314 1.7606 0.2000
H -3.0574 2.5743 -1.7211
H -4.9374 1.1617 -1.7247
H -6.8453 -0.2821 -1.9314
H -6.2900 -1.9364 -2.1801
H -7.0712 -1.4885 -0.6678
H -4.7581 -2.6865 0.0764
H -2.9648 -3.3763 1.4380
H -1.0095 -4.4916 2.0399
H 0.5207 -3.6588 1.8145
H -1.4009 -3.4979 4.1496
H 0.3503 -3.5622 4.1613
H -1.4777 -1.1840 3.5719
H -0.3311 -1.3587 4.8922
H 1.5236 -0.4576 4.6942
H 3.4072 0.9122 4.8556
C 1.7704 -0.3291 -4.1900
Si 0.1125 -1.1178 -3.8160
C -0.0307 -2.7963 -4.5880
C -1.2988 0.0065 -4.2906
Se -0.0192 -1.4383 -1.5364
H 1.9470 -0.2991 -5.2677
H 2.5728 -0.9089 -3.7301
H 1.8108 0.6986 -3.8213
H 0.0185 -2.6974 -5.6757
H -0.9799 -3.2670 -4.3302
H 0.7739 -3.4587 -4.2682
H -1.2941 0.1734 -5.3709
H -1.2247 0.9789 -3.7981
H -2.2563 -0.4401 -4.0187

***

10
Properties=species:S:1:pos:R:3 method="wB97M-V/def2-TZVPD" homo_ev=-10.735 relative_energy_kcal_mol=30.9 multiplicity=1 total_charge=0 gap_ha=0.43083
C -1.3851 -0.7607 0.1473
N 0.1179 1.1522 -0.0492
C 1.4359 1.2097 -0.1557
N 2.0065 -0.0108 -0.1859
N 1.0253 -0.8651 -0.0950
N -0.0782 -0.1535 -0.0177
H -1.4248 -1.2802 1.1069
H -1.5635 -1.4680 -0.6641
H -2.1221 0.0404 0.1211
H 1.9880 2.1360 -0.2076

***

29
Properties=species:S:1:pos:R:3 method="wB97M-V/def2-TZVPD" homo_ev=-6.679 relative_energy_kcal_mol=29.5 multiplicity=1 total_charge=-1 gap_ha=0.34567
O 6.5627 -15.4173 6.5735
H 6.9945 -16.2226 6.2277
O 7.3220 -16.3241 8.9363
H 7.0252 -16.0990 8.0823
H 8.1640 -16.8177 8.8118
O 7.3000 -18.5566 6.1868
H 6.8036 -18.7446 5.4058
H 7.7750 -19.3877 6.3954
O 4.7460 -18.0420 7.3973
H 4.6744 -17.0901 7.5086
H 5.5733 -17.9786 6.9632
O 7.8667 -14.7875 4.0677
H 8.8116 -14.6854 3.9858
H 7.6289 -14.9539 4.9961
O 4.9523 -16.5032 4.8438
H 5.5683 -16.0729 5.4431
H 4.1258 -16.6040 5.3262
O 5.4228 -13.1540 6.2318
H 5.7383 -14.1423 6.3078
H 5.6428 -12.9273 5.3529
O 9.7695 -18.0666 4.9145
H 8.9286 -18.0808 5.3484
H 10.2560 -17.3391 5.1948
O 4.5274 -15.4830 8.3319
H 4.6228 -16.1354 9.1072
H 5.3375 -15.5570 7.7531
O 8.6628 -14.0230 7.0743
H 7.7624 -14.3953 6.8619
H 8.4576 -13.5470 7.8387

***

180
Properties=species:S:1:pos:R:3 method="wB97M-V/def2-TZVPD" homo_ev=-10.272 multiplicity=1 total_charge=0 gap_ha=0.38920
C 5.9064 0.6309 1.9739
Cl 7.4998 -0.0048 2.4176
Cl 4.8804 -0.6129 1.2149
H 5.4525 0.9639 2.8940
H 6.0639 1.3514 1.1872
C -2.2347 -6.6545 7.3477
C -1.8088 -5.3641 8.0166
O -1.4076 -4.4260 7.0121
C -2.0445 -3.2620 6.9682
O -2.8173 -2.8376 7.7694
O -1.7290 -2.6898 5.8280
C -2.0143 -1.3034 5.6803
H -2.7326 -7.3293 8.0383
H -1.3675 -7.1495 6.9017
H -2.8583 -6.4376 6.4764
H -0.9516 -5.5245 8.6829
H -2.5347 -4.9615 8.7259
H -2.1722 -1.1317 4.6207
H -1.1726 -0.7128 6.0384
H -2.9207 -0.9917 6.1981
C 4.3278 -2.2063 5.2454
C 2.9143 -1.9582 4.8169
O 2.1597 -1.5572 5.9646
C 1.7665 -0.2926 6.0498
O 2.0305 0.5961 5.2959
O 0.9884 -0.1973 7.1230
C 0.4185 1.0487 7.4724
H 4.9844 -2.6092 4.4778
H 4.3011 -2.9016 6.0877
H 4.7611 -1.2649 5.5906
H 2.4175 -2.8237 4.3822
H 2.8777 -1.1656 4.0637
H 1.1954 1.7316 7.7994
H -0.3072 0.8177 8.2502
H -0.2241 1.5266 6.7281
C -1.4054 12.2455 -1.2087
C -0.9253 10.8696 -0.8159
O -1.2248 9.9562 -1.8497
C -1.0781 8.6618 -1.5598
O -0.8905 8.2121 -0.4722
O -1.2031 7.9689 -2.6886
C -0.9014 6.5885 -2.5823
H -1.0741 12.9594 -0.4461
H -2.4897 12.3454 -1.1035
H -1.0562 12.5632 -2.1861
H -1.3705 10.6169 0.1469
H 0.1549 10.9147 -0.6513
H 0.1577 6.3615 -2.6841
H -1.4281 6.1130 -3.4079
H -1.3357 6.1463 -1.6867
C -2.4450 -5.3483 1.8248
C -3.6033 -5.5216 2.7867
O -3.6288 -4.3789 3.6440
C -4.7478 -4.1972 4.3337
O -5.6841 -4.9397 4.3999
O -4.6451 -3.0292 4.9539
C -5.7211 -2.5764 5.7659
H -2.0680 -6.3141 1.4973
H -1.6456 -4.8148 2.3437
H -2.7108 -4.7482 0.9530
H -3.3873 -6.3951 3.4059
H -4.5498 -5.6554 2.2691
H -6.6837 -2.7554 5.2758
H -5.5787 -1.5218 5.9492
H -5.7626 -3.2242 6.6428
C 7.5051 -5.2856 3.1418
C 6.1966 -5.9342 2.7518
O 5.8217 -5.5967 1.4231
C 4.9655 -4.6003 1.2398
O 4.5158 -3.8748 2.0798
O 4.6956 -4.5326 -0.0509
C 3.6934 -3.5851 -0.3875
H 7.5868 -5.3363 4.2317
H 7.4753 -4.2363 2.8622
H 8.3748 -5.8097 2.7518
H 5.4327 -5.5814 3.4589
H 6.1259 -7.0083 2.9224
H 3.8655 -2.6377 0.1247
H 2.7003 -3.9596 -0.1407
H 3.8075 -3.4137 -1.4539
C -2.9632 3.3288 -6.5326
C -2.9239 4.4434 -5.5434
O -2.3033 4.0269 -4.2947
C -3.0986 3.3641 -3.4709
O -4.2006 2.9542 -3.7185
O -2.4407 3.2151 -2.3297
C -3.1196 2.5147 -1.3030
H -3.8284 2.6856 -6.3446
H -2.0778 2.7060 -6.6189
H -3.1215 3.6893 -7.5558
H -3.8689 4.9351 -5.3342
H -2.2266 5.2102 -5.8894
H -2.3997 2.5308 -0.4903
H -3.3271 1.4762 -1.5509
H -4.0451 3.0171 -1.0294
C 0.1518 -1.2759 1.8621
C 1.0647 -0.6572 0.8258
O 0.4651 0.5905 0.4094
C 1.0581 1.2254 -0.6155
O 2.2261 1.2143 -0.8908
O 0.1382 2.0433 -1.1444
C 0.5734 2.9535 -2.1307
H 0.4002 -2.3324 1.9636
H -0.9058 -1.1489 1.6401
H 0.3319 -0.7742 2.8152
H 1.2531 -1.2716 -0.0594
H 2.0426 -0.4882 1.2908
H 1.5320 2.6843 -2.5720
H 0.6548 3.9577 -1.7106
H -0.1357 3.0833 -2.9436
O -0.5025 -0.2603 -9.1886
C -0.7288 -1.2147 -8.4989
O -0.0558 -1.5573 -7.4053
C 1.1178 -0.8066 -7.0911
C 0.9991 -0.1716 -5.7177
C -1.8741 -2.1443 -8.7550
H 1.2460 -0.0214 -7.8404
H 2.0097 -1.4258 -7.1870
H 0.2489 0.6226 -5.7515
H 1.9164 0.2997 -5.3706
H 0.7587 -0.9625 -5.0046
H -2.7830 -1.5875 -8.4952
H -1.9180 -3.0415 -8.1440
H -1.9738 -2.4008 -9.8058
O 3.7526 5.0377 -0.8975
C 3.6742 4.2788 0.0208
O 2.5966 4.1895 0.8227
C 1.5815 5.1601 0.6684
C 0.3268 4.6102 1.3486
C 4.7312 3.2895 0.4069
H 1.2036 5.4043 -0.3251
H 1.8355 6.0950 1.1685
H 0.5022 4.4145 2.4087
H -0.0502 3.7144 0.8519
H -0.4951 5.3303 1.3073
H 4.8009 2.4951 -0.3368
H 4.4494 2.8033 1.3414
H 5.6940 3.7805 0.5174
O -3.6945 -2.2758 -5.3647
C -2.6506 -2.7865 -5.0715
O -1.9139 -2.4574 -4.0184
C -2.4206 -1.4067 -3.1926
C -1.3085 -0.9907 -2.2725
C -2.0426 -3.9095 -5.8555
H -3.2489 -1.7700 -2.5785
H -2.7894 -0.6178 -3.8470
H -1.4567 -0.0823 -1.6938
H -0.3813 -0.8977 -2.8422
H -1.1642 -1.7860 -1.5323
H -2.5636 -4.0492 -6.7967
H -2.1171 -4.8244 -5.2680
H -1.0012 -3.6891 -6.0958
O -5.0469 0.8716 1.7850
C -5.4654 0.4001 0.7657
O -6.5085 0.8692 0.0649
C -6.9516 2.1804 0.3880
C -7.9302 2.1914 1.5584
C -4.7532 -0.7272 0.0368
H -7.2965 2.6705 -0.5190
H -6.0963 2.8074 0.6788
H -8.5305 3.1012 1.5512
H -7.4219 2.0846 2.5110
H -8.6141 1.3468 1.4305
H -4.5233 -0.2891 -0.9360
H -5.4065 -1.5758 -0.1406
H -3.9012 -0.9703 0.6573
O 4.0030 -1.3565 -4.9212
C 4.6362 -1.2852 -3.8991
O 5.8740 -1.7231 -3.7867
C 6.4835 -2.2434 -4.9932
C 7.7763 -2.9361 -4.5919
C 4.1414 -0.6482 -2.6323
H 6.6300 -1.4151 -5.6848
H 5.7947 -2.9636 -5.4384
H 7.6593 -3.3939 -3.6111
H 8.5898 -2.2129 -4.5603
H 8.0179 -3.7332 -5.2922
H 4.8894 -0.7857 -1.8487
H 3.1745 -0.9904 -2.2827
H 4.0807 0.4302 -2.7860

***

21
Properties=species:S:1:pos:R:3 method="wB97M-V/def2-TZVPD" homo_ev=-9.089 relative_energy_kcal_mol=134.2 multiplicity=1 total_charge=0 gap_ha=0.29287
C -2.0577 -0.0589 -0.9176
C -0.9334 0.2849 -0.3413
C 0.0583 -2.0166 -0.5805
C 1.6560 0.0579 -0.3203
C 0.2371 -0.6349 1.5622
C 0.1993 2.9562 -0.0418
C 0.2737 -0.5848 0.0102
Cl -1.0459 4.1567 -0.3585
H -2.4928 -1.0307 -1.1095
H -2.6518 0.7038 -1.3053
H -0.7600 -2.3562 0.0659
H 1.1030 -2.4251 -0.4075
H -0.0209 -1.9114 -1.7206
H 2.3017 -0.6523 -0.8778
H 2.0252 0.4480 0.5903
H 1.4914 1.0203 -0.8904
H 1.1360 -1.1145 1.9796
H 0.1814 0.2641 2.0228
H -0.5775 -1.3803 1.9513
H 0.3253 2.9839 0.9859
H -0.4485 1.2898 -0.2971

***

11
Properties=species:S:1:pos:R:3 method="wB97M-V/def2-TZVPD" homo_ev=-9.988 relative_energy_kcal_mol=46.6 multiplicity=1 total_charge=0 gap_ha=0.36576
C -0.5858 0.7775 0.7333
C 0.2923 -1.2543 0.4662
H -1.6573 2.4261 0.7516
H 0.6893 -1.9294 -1.3222
H 0.3946 1.7418 -0.9265
N -0.4465 -0.3395 1.3955
N 1.1237 -0.2962 -0.4519
N 0.0168 0.7838 -0.5478
O -1.3112 1.6726 1.2390
O 0.2206 -2.4304 0.2640
O 1.2635 -1.1520 -1.6011

***

10
Properties=species:S:1:pos:R:3 method="wB97M-V/def2-TZVPD" homo_ev=-10.811 relative_energy_kcal_mol=156.1 multiplicity=1 total_charge=0 gap_ha=0.36977
C 1.9146 -0.6778 0.0135
C -1.0624 1.1112 -0.1152
C -1.6494 -0.1938 0.1061
H 2.1835 -1.8327 -0.6459
H -1.6351 1.9292 -0.3610
N 0.6112 -0.1739 0.8000
N 0.2538 1.0571 0.2183
O 2.7805 0.2162 -0.0811
O -2.8151 -0.4252 0.0585
O -0.5815 -1.0102 0.0068

***

14
Properties=species:S:1:pos:R:3 method="wB97M-V/def2-TZVPD" homo_ev="-16.705 / -16.667" relative_energy_kcal_mol=105.2 multiplicity=2 total_charge=+1 gap_ha="0.37034 / 0.22635" s_squared=0.76
O 1.0521 2.0151 -1.2966
C -0.0996 1.5803 -1.0489
O -1.2128 1.3918 -1.8096
C -0.4633 0.8759 0.3324
C 0.1024 -0.5367 -0.0056
C 0.4399 -1.5263 1.0973
H -0.2868 0.6954 -1.8190
H 0.0577 1.3709 1.1556
H -1.5383 0.8372 0.5477
H 1.0749 -0.2947 -0.6020
H -0.5365 -1.0912 -0.7315
H -0.5207 -1.7282 1.5741
H 0.8673 -2.4738 0.7287
H 1.0636 -1.1157 1.8774

***

10
Properties=species:S:1:pos:R:3 method="wB97M-V/def2-TZVPD" homo_ev=-9.211 relative_energy_kcal_mol=59.9 multiplicity=1 total_charge=0 gap_ha=0.37046
C 0.2658 -0.4295 0.9366
C -0.1549 0.6396 0.0003
N -0.3473 -1.5464 0.8979
N -1.5514 0.0832 -0.6787
P -1.7122 -1.6200 -0.1897
Cl -2.9358 0.9583 -0.1548
H 1.1513 -0.3893 1.5255
H -0.3351 1.4366 0.6076
H 0.4485 0.7665 -0.9413
H -0.7750 -2.1312 -1.0973